Entry 1:
A 3-piece molecular cluster, C15H37BN3O9 overall in a non-equilibrium geometry, computed with ωB97M-V/def2-TZVPD.

Lowest unoccupied orbital energy ... -0.193 Ha
Orbital gap ... 5.76 eV
Net charge ... +1
Energy ... -39718.067 eV

Last column: Löwdin charge in e.
Geometry (Å):
N (1.1998, 1.8019, -3.2935)  0.2209
C (2.3204, 1.5163, -2.6355)  -0.1978
N (2.8626, 2.2916, -1.5181)  0.0615
C (3.6272, 1.3552, -0.6667)  -0.1005
C (3.9948, 0.0655, -1.5800)  -0.0187
N (3.2119, 0.4285, -2.7748)  -0.0408
O (3.7232, 0.1547, -4.0134)  0.1434
B (4.5866, 1.1956, -4.4978)  -0.6092
O (4.1989, 1.9047, -5.6852)  0.1518
O (5.8214, 1.5474, -3.9198)  0.1843
H (1.1551, 2.1166, -4.2595)  0.1421
H (0.3297, 1.7375, -2.7523)  0.1383
H (3.3931, 3.0411, -1.9626)  0.1417
H (2.9908, 0.9528, 0.1500)  0.1208
H (4.5567, 1.8808, -0.3536)  0.1353
H (3.3421, -0.7128, -1.1053)  0.1414
H (5.0666, -0.1971, -1.7099)  0.1494
H (3.6550, 2.6567, -5.4087)  0.0985
H (5.8536, 2.5123, -3.8307)  0.1209
C (0.4036, 1.8202, 2.0607)  -0.1235
O (0.9829, 1.0803, 3.1156)  -0.2046
C (0.6748, 1.5831, 4.4137)  -0.1779
C (0.2098, 0.4837, 5.3637)  -0.1696
O (-1.0396, -0.1247, 5.0512)  -0.1116
C (-1.1252, -0.9074, 3.8672)  -0.1803
C (-0.3016, -2.1919, 3.8483)  -0.1849
O (1.0950, -1.9268, 3.8353)  -0.2063
C (1.8390, -2.6868, 4.7726)  -0.1064
H (1.0537, 2.6596, 1.7915)  0.0846
H (0.3063, 1.1578, 1.1963)  0.0687
H (-0.5927, 2.1911, 2.3169)  0.0912
H (-0.0894, 2.3660, 4.3664)  0.1239
H (1.5907, 2.0308, 4.8148)  0.1275
H (0.0663, 0.9471, 6.3439)  0.1321
H (0.9806, -0.2724, 5.5076)  0.1082
H (-0.9269, -0.2956, 2.9870)  0.0950
H (-2.1769, -1.1997, 3.7922)  0.1298
H (-0.5355, -2.7475, 2.9329)  0.1155
H (-0.5858, -2.8102, 4.7073)  0.1264
H (1.2737, -2.8854, 5.6865)  0.0895
H (2.7258, -2.1115, 5.0427)  0.0872
H (2.1594, -3.6297, 4.3198)  0.0877
C (-2.4820, -2.8795, 0.1249)  -0.1034
O (-3.2037, -1.7137, -0.2287)  -0.1893
C (-2.5327, -0.5024, 0.0767)  -0.1963
C (-2.5358, 0.4668, -1.0982)  -0.1715
O (-1.7776, 0.0628, -2.2386)  -0.1518
C (-2.2277, -1.0750, -2.9762)  -0.1708
C (-3.5617, -0.9209, -3.6999)  -0.1889
O (-4.6439, -0.8041, -2.7901)  -0.1960
C (-5.5405, 0.2541, -3.0841)  -0.1026
H (-2.6805, -3.1384, 1.1690)  0.0861
H (-2.8265, -3.6961, -0.5110)  0.0922
H (-1.4052, -2.7594, -0.0294)  0.0851
H (-1.4982, -0.6841, 0.3911)  0.1076
H (-3.0629, -0.0398, 0.9171)  0.1320
H (-2.0647, 1.3930, -0.7519)  0.1193
H (-3.5479, 0.7455, -1.3868)  0.1116
H (-2.2161, -1.9668, -2.3520)  0.1088
H (-1.4640, -1.2409, -3.7422)  0.1246
H (-3.7388, -1.8161, -4.3053)  0.1306
H (-3.5060, -0.0568, -4.3730)  0.1212
H (-5.0338, 1.1158, -3.5274)  0.0851
H (-5.9976, 0.5761, -2.1475)  0.0899
H (-6.3295, -0.0995, -3.7533)  0.0913


Entry 2:
C15H37BrFeN2O4 as an isolated structure in a non-equilibrium geometry, computed with ωB97M-V/def2-TZVPD.

Lowest unoccupied orbital energy (spin up / spin down) ... 0.098 / 0.096 Ha
Multiplicity ... 6
Orbital gap (spin up / spin down) ... 2.25 / 6.18 eV
Net charge ... -1
Energy ... -131751.803 eV

Last column: Löwdin charge in e.
Geometry (Å):
Fe (-0.7008, 1.3146, -1.4299)  0.4455
Br (-2.9998, 2.3728, -1.2902)  -0.1862
C (2.0312, -1.5658, 1.4980)  -0.0363
C (0.4491, -1.7593, 1.8126)  -0.4126
C (0.4808, -2.2319, 3.2829)  -0.1969
C (-0.8567, -2.3989, 4.0156)  -0.2016
C (-1.4827, -0.9916, 4.0174)  -0.1314
C (-1.6452, -0.3830, 2.5178)  -0.3958
N (-0.3371, -0.4540, 1.7969)  -0.1820
O (-0.1991, 0.2268, 0.5513)  -0.3183
C (-2.0110, 1.2084, 2.7873)  -0.0259
C (-2.6852, -1.1872, 1.6483)  -0.0314
C (-0.0972, -2.9715, 0.9271)  -0.0335
H (2.3466, -0.5578, 1.7675)  0.0697
H (2.2972, -1.7086, 0.4507)  0.0366
H (2.6655, -2.2566, 2.0534)  0.0625
H (1.1386, -1.6145, 3.8947)  0.1128
H (0.8987, -3.2362, 3.2134)  0.1034
H (-0.6136, -2.5943, 5.0601)  0.0961
H (-1.3477, -3.2944, 3.6347)  0.0968
H (-0.8492, -0.3666, 4.6467)  0.1057
H (-2.4749, -1.0879, 4.4582)  0.1015
H (-2.2700, 1.6580, 1.8287)  0.0257
H (-1.1074, 1.6572, 3.1997)  0.0641
H (-2.9074, 1.3133, 3.3985)  0.0595
H (-2.3890, -2.2337, 1.7204)  0.0468
H (-2.6170, -0.9362, 0.5898)  0.0557
H (-3.7570, -1.0704, 1.8085)  0.0691
H (-0.6194, -2.4630, 0.1167)  0.0409
H (-0.7834, -3.6579, 1.4232)  0.0609
H (0.6883, -3.5607, 0.4540)  0.0661
C (-1.9705, -1.7120, -2.8439)  -0.1234
O (-1.3033, -0.7691, -1.9760)  -0.2152
H (-2.6673, -2.3604, -2.3126)  0.0802
H (-2.3972, -1.2742, -3.7463)  0.0817
H (-1.1890, -2.3900, -3.1868)  0.0683
H (-0.9614, -1.2607, -1.2257)  0.0307
C (-0.2963, 1.1974, -4.6960)  -0.2617
O (-0.5908, 1.9330, -3.5394)  -0.3162
H (0.7219, 1.3337, -5.0603)  0.0407
H (-0.3587, 0.1147, -4.5867)  0.0593
H (-0.8963, 1.5311, -5.5426)  0.0598
H (-0.8066, 2.7822, -3.9317)  0.0415
C (2.7969, 4.0464, -0.6975)  -0.0911
C (1.7924, 3.0558, -1.4094)  -0.3959
C (2.3272, 1.6412, -1.4579)  -0.2257
O (1.3562, 0.7503, -1.9891)  -0.2598
C (1.9305, -0.4831, -2.4350)  -0.0928
N (0.5222, 3.0256, -0.6411)  0.0276
H (2.9931, 3.7684, 0.3380)  0.0686
H (2.3551, 5.0424, -0.7273)  0.0603
H (3.8089, 4.0755, -1.1014)  0.0590
H (1.6835, 3.3555, -2.4517)  0.1008
H (2.8162, 1.3669, -0.5231)  0.1280
H (3.2467, 1.6677, -2.0426)  0.1088
H (2.0599, -1.1804, -1.6073)  0.0721
H (2.8575, -0.3500, -2.9927)  0.0833
H (1.2351, -1.0039, -3.0933)  0.0732
H (0.6491, 3.0196, 0.3609)  0.0955
H (0.0398, 3.9079, -0.7353)  0.0750


Entry 3:
C15H38AlBClN2O5P as an isolated structure in a non-equilibrium geometry, computed with ωB97M-V/def2-TZVPD.

Lowest unoccupied orbital energy ... 0.128 Ha
Orbital gap ... 3.35 eV
Net charge ... -2
Energy ... -58472.699 eV

Last column: Löwdin charge in e.
Geometry (Å):
C (-0.3908, 0.2091, -0.4373)  -0.1107
C (-1.5634, 1.2283, -0.9884)  -0.2698
O (-2.9297, 0.8590, -0.5880)  -0.1099
B (-3.7423, 0.3835, -1.7245)  -0.5493
O (-3.2147, -0.3071, -2.9388)  -0.0634
Al (-5.8263, 0.6092, -1.6915)  0.1694
C (-6.7805, -1.2472, -1.6173)  -0.5741
O (-7.3275, -1.7601, -2.7237)  -0.2793
O (-6.8429, -1.9178, -0.2839)  -0.4244
P (-6.5792, 2.0082, 0.0019)  0.3635
O (-8.2738, 2.3309, -0.3882)  -0.5391
Cl (-5.6027, 3.9207, -0.1227)  -0.1014
H (-0.7460, -0.9059, -0.4501)  0.0806
H (-0.0355, 0.4698, 0.6709)  0.0720
H (0.5381, 0.3253, -1.1506)  0.0629
H (-1.4072, 1.3952, -2.1359)  0.1105
H (-1.3425, 2.2818, -0.4718)  0.1232
H (-3.3238, 0.4005, -3.6674)  0.0999
H (-6.2395, 1.3024, -3.0738)  -0.0860
H (-8.4793, 2.0012, -1.3280)  0.0302
C (5.3573, 1.2783, -2.4645)  -0.0980
C (4.4899, 2.4941, -2.7763)  -0.2747
N (3.3437, 2.6562, -1.8779)  -0.1857
C (2.3739, 3.6479, -2.3510)  -0.2464
C (2.8355, 5.1000, -2.4361)  -0.0955
C (3.6452, 2.7134, -0.4455)  -0.2484
C (4.5934, 3.8062, 0.0348)  -0.0953
H (4.7631, 0.3581, -2.4584)  0.0812
H (6.1337, 1.1703, -3.2298)  0.0681
H (5.8648, 1.3742, -1.4997)  0.0611
H (4.1193, 2.3632, -3.8001)  0.1170
H (5.1252, 3.3864, -2.7859)  0.0912
H (1.4719, 3.6023, -1.7271)  0.1151
H (2.0363, 3.3430, -3.3489)  0.1109
H (2.8959, 5.5633, -1.4490)  0.0538
H (2.1097, 5.6813, -3.0145)  0.0719
H (3.8038, 5.2032, -2.9335)  0.0629
H (4.0641, 1.7446, -0.1440)  0.1017
H (2.7085, 2.7841, 0.1234)  0.1189
H (5.4684, 3.9188, -0.6102)  0.0644
H (4.9607, 3.5592, 1.0371)  0.0702
H (4.0902, 4.7724, 0.1114)  0.0536
C (1.1250, -5.0695, 1.1996)  -0.0983
C (0.9876, -4.1875, 2.4369)  -0.2796
N (-0.1079, -3.2175, 2.3602)  -0.1863
C (-0.0562, -2.2020, 3.4156)  -0.2541
C (-0.2361, -2.6730, 4.8560)  -0.0991
C (-1.4394, -3.7631, 2.0851)  -0.2383
C (-1.9915, -4.8032, 3.0533)  -0.0914
H (1.2327, -4.4657, 0.2920)  0.0801
H (2.0167, -5.6995, 1.2901)  0.0652
H (0.2675, -5.7380, 1.0762)  0.0642
H (1.9336, -3.6429, 2.5430)  0.1122
H (0.8970, -4.8305, 3.3191)  0.0896
H (-0.7982, -1.4206, 3.2065)  0.1175
H (0.9116, -1.6906, 3.3471)  0.1038
H (-1.2786, -2.9129, 5.0755)  0.0561
H (0.0550, -1.8708, 5.5423)  0.0665
H (0.3829, -3.5428, 5.0927)  0.0616
H (-1.4277, -4.2069, 1.0813)  0.1065
H (-2.1621, -2.9405, 2.0013)  0.1288
H (-1.2497, -5.5558, 3.3319)  0.0610
H (-2.8287, -5.3328, 2.5850)  0.0776
H (-2.3789, -4.3416, 3.9641)  0.0540


Entry 4:
C15H38BrIO8P3S2 as an isolated structure in a non-equilibrium geometry, computed with ωB97M-V/def2-TZVPD.

Lowest unoccupied orbital energy ... -0.221 Ha
Orbital gap ... 5.57 eV
Net charge ... +1
Energy ... -160225.000 eV

Last column: Löwdin charge in e.
Geometry (Å):
C (5.4315, -1.3909, 2.8152)  -0.0873
C (3.8934, -1.5131, 2.8712)  -0.3883
C (3.2010, -0.5745, 1.8877)  -1.0003
Br (3.4946, -1.2053, 0.0789)  0.8033
S (1.3539, -0.4748, 2.0910)  0.2431
I (0.8421, 1.3325, 3.6069)  0.6797
P (0.5558, -2.3074, 3.0278)  0.1378
S (-0.7283, -2.9896, 1.7583)  0.2102
H (5.8396, -1.6394, 3.7945)  0.0861
H (5.7334, -0.3594, 2.6137)  0.0862
H (5.8557, -2.0488, 2.0597)  0.0770
H (3.6034, -1.2680, 3.9018)  0.1128
H (3.5970, -2.5489, 2.6985)  0.0816
H (3.5779, 0.4324, 2.0707)  0.0640
H (-0.1027, -1.9169, 4.2139)  -0.0238
H (1.5818, -3.2502, 3.2295)  -0.0222
O (2.7863, -4.3216, -6.6631)  -0.2181
P (3.3192, -3.3488, -5.6677)  0.5737
O (4.0237, -2.1942, -6.5917)  -0.1964
C (3.2893, -1.5678, -7.6396)  -0.2831
C (2.4796, -0.3927, -7.1231)  -0.0766
O (4.6422, -4.1339, -5.1332)  -0.2124
C (4.7941, -5.5424, -5.3230)  -0.2905
C (5.6463, -5.8265, -6.5420)  -0.0732
O (3.3946, -2.4354, -4.2755)  -0.1877
C (2.2238, -1.8030, -3.7553)  -0.2938
C (0.9578, -2.6151, -3.9347)  -0.0836
H (2.6439, -2.2867, -8.1488)  0.1092
H (4.0212, -1.2154, -8.3668)  0.1205
H (1.6498, -0.7392, -6.4986)  0.0601
H (2.0577, 0.1791, -7.9503)  0.0805
H (3.1005, 0.2685, -6.5175)  0.0817
H (3.8256, -6.0364, -5.3912)  0.1028
H (5.2896, -5.9329, -4.4317)  0.1137
H (5.2461, -5.3383, -7.4303)  0.0755
H (5.7065, -6.8994, -6.7311)  0.0784
H (6.6566, -5.4416, -6.3954)  0.0772
H (2.1170, -0.8110, -4.2044)  0.1065
H (2.4069, -1.6486, -2.6892)  0.0646
H (0.7007, -2.7163, -4.9949)  0.0730
H (0.1182, -2.1343, -3.4325)  0.0833
H (1.0831, -3.6210, -3.5288)  0.0880
O (-3.8723, 3.2369, 5.0495)  -0.2363
P (-4.7752, 3.7403, 3.9720)  0.5756
O (-6.2195, 3.0583, 4.3196)  -0.1944
C (-6.7904, 3.2030, 5.6190)  -0.2819
C (-7.5849, 4.4902, 5.7343)  -0.0733
O (-4.3130, 2.7926, 2.7188)  -0.2016
C (-3.0737, 2.1086, 2.7436)  -0.3218
C (-3.2707, 0.6742, 3.1974)  -0.0740
O (-5.3997, 4.7869, 2.8538)  -0.1750
C (-5.5715, 6.1754, 3.1724)  -0.2744
C (-4.4798, 6.7306, 4.0616)  -0.0884
H (-6.0205, 3.1541, 6.3924)  0.1075
H (-7.4535, 2.3500, 5.7656)  0.1199
H (-6.9184, 5.3583, 5.7287)  0.0619
H (-8.1519, 4.5117, 6.6654)  0.0817
H (-8.2762, 4.5944, 4.8979)  0.0852
H (-2.3484, 2.6309, 3.3712)  0.0748
H (-2.6779, 2.1168, 1.7239)  0.1165
H (-3.7840, 0.6279, 4.1575)  0.0809
H (-2.3100, 0.1571, 3.2892)  0.0284
H (-3.8882, 0.1324, 2.4803)  0.0840
H (-6.5562, 6.3246, 3.6230)  0.1067
H (-5.5742, 6.7146, 2.2245)  0.1224
H (-4.5052, 6.2664, 5.0555)  0.0701
H (-4.6005, 7.8053, 4.1924)  0.0873
H (-3.4950, 6.5359, 3.6314)  0.0853